Record 1
C3H4MgO3 | the ωB97M-V functional and the def2-TZVPD basis

HOMO level (eV): -7.8475
Gap between HOMO and LUMO (hartree): 0.2537
Net charge: 0

Geometry (Å):
1 H -0.313107 0.807135 -1.196923
2 H 1.853684 -3.048669 -0.015003
3 C 1.140470 -2.213871 -0.059795
4 C -0.167735 -2.517020 -0.235336
5 O -1.042434 -1.579996 0.369571
6 C -2.338130 -1.846641 0.436920
7 O -2.925115 -0.681626 0.394195
8 Mg 0.156301 0.341551 0.436896
9 O 1.547279 -1.022800 0.302327
10 H -0.602099 -3.480108 -0.484410
11 H -3.860843 -0.797634 0.187949

Cartesian forces, eV/Å:
0.009 0.592 0.734
0.056 0.383 -0.889
-0.716 -0.256 0.611
0.842 -1.106 1.027
-0.264 1.112 -0.313
0.019 -1.035 -1.003
-0.173 1.013 0.137
0.148 -1.138 -1.659
-0.005 0.305 0.678
0.088 0.321 0.184
-0.003 -0.191 0.492

***

Record 2
CH14N2O4 | the ωB97M-V functional and the def2-TZVPD basis

HOMO level (eV): -10.3749
SMILES string: NCN.O.O.O.O
Gap between HOMO and LUMO (hartree): 0.4048
Net charge: 0

Geometry (Å):
1 N -0.358789 -0.298424 0.694549
2 C 0.512992 -1.350362 1.368668
3 N 1.927729 -1.347961 1.087985
4 H -0.271702 -0.546952 -0.289975
5 H 0.395530 0.386563 0.839694
6 H 0.164053 -1.362880 2.410681
7 H 0.122311 -2.311209 0.967657
8 H 2.354412 -0.717609 1.771556
9 H 2.361959 -2.216746 1.382665
10 O -1.215168 2.199661 -1.856395
11 H -0.883222 1.889429 -1.001910
12 H -0.790848 1.605729 -2.467101
13 O 1.450958 -0.438436 -2.352931
14 H 2.203195 0.152835 -2.408973
15 H 1.331612 -0.616806 -1.413459
16 O -0.670103 4.758781 0.796441
17 H -0.734410 4.911301 1.737454
18 H -1.182212 5.354926 0.240823
19 O -2.037210 -3.312968 -0.126957
20 H -1.703380 -3.436640 -1.030022
21 H -2.977704 -3.302234 -0.350448

Cartesian forces, eV/Å:
3.152 -0.596 0.783
-3.258 -2.596 -0.544
0.611 1.173 0.959
-0.369 0.264 -0.103
-1.044 1.217 -0.663
0.717 0.299 0.068
0.222 0.401 0.347
0.126 0.313 -0.472
-0.368 -0.381 -0.413
-0.003 0.086 0.594
-0.239 0.259 -0.035
0.248 -0.357 -0.552
-0.388 -0.049 -0.105
0.143 0.076 0.079
0.384 -0.043 0.083
0.604 -0.753 -0.646
-0.487 0.589 -0.070
-0.094 0.107 0.724
-0.324 -0.149 -1.049
0.489 0.014 0.387
-0.121 0.124 0.629

***

Record 3
C22H45N4O2P2Zr | the ωB97M-V functional and the def2-TZVPD basis

HOMO level (eV): -17.1629
Gap between HOMO and LUMO (hartree): 0.2723
Net charge: +3

Geometry (Å):
1 Zr 0.289128 1.543828 -0.465554
2 P 2.382028 0.095632 -1.259355
3 P -2.774623 -0.160553 0.433126
4 N -0.657593 1.139277 -2.382366
5 C 1.699011 0.492985 -2.958250
6 H 1.798055 1.578314 -3.130638
7 H 2.359308 -0.003479 -3.692297
8 C 0.190822 0.172577 -3.171473
9 H 0.007621 0.295920 -4.250427
10 H -0.044034 -0.881022 -2.885850
11 C -2.084963 0.640565 -2.347915
12 H -2.152758 -0.408601 -2.649552
13 H -2.573480 1.208032 -3.149546
14 C -2.959582 0.851548 -1.083499
15 H -4.027199 0.741297 -1.343590
16 H -2.851230 1.908854 -0.803792
17 C -3.036420 0.972863 1.860754
18 C -2.040672 2.154118 1.957197
19 H -1.996754 2.740468 1.035569
20 H -1.041118 1.828005 2.252285
21 H -2.418213 2.827314 2.735667
22 C -3.924054 -1.565930 0.531458
23 C -3.496401 -2.602064 1.577847
24 H -3.928611 -3.577314 1.340793
25 H -3.800394 -2.330588 2.587300
26 H -2.420781 -2.776322 1.632058
27 C 2.677749 -1.741199 -1.255618
28 C 3.427163 -2.263511 -0.021476
29 H 3.417987 -3.366207 -0.073035
30 H 2.942109 -1.970491 0.923544
31 H 4.484111 -1.947206 0.005557
32 C 4.022707 0.939777 -1.048888
33 C 4.578379 0.909481 0.380699
34 H 5.296854 1.733515 0.492248
35 H 5.119382 -0.022133 0.592675
36 H 3.796276 1.042050 1.135612
37 C -1.159910 -1.049173 0.526397
38 C -5.406263 -1.151083 0.630911
39 H -5.539304 -0.059012 0.693115
40 H -5.957678 -1.483343 -0.262119
41 H -5.919692 -1.596666 1.497317
42 C 3.299195 -2.253405 -2.550370
43 H 3.482730 -3.331396 -2.478331
44 H 2.620964 -2.092250 -3.391122
45 H 4.262276 -1.781582 -2.768678
46 C 5.079830 0.496071 -2.059465
47 H 5.909965 1.215370 -2.044217
48 H 5.511696 -0.479462 -1.803595
49 H 4.706299 0.463795 -3.089281
50 C -3.158715 0.278891 3.229589
51 H -2.270651 -0.292672 3.490093
52 H -3.286291 1.056734 3.983074
53 H -4.025992 -0.371587 3.316914
54 H -4.036980 1.411004 1.653910
55 H 3.762371 1.986972 -1.281774
56 H -3.775618 -2.012653 -0.461715
57 H 1.653126 -2.138917 -1.187338
58 O -0.091470 -0.154217 0.780266
59 H -1.132622 -1.856523 -0.300266
60 H -1.213498 -2.149971 0.983205
61 C 0.818080 6.272997 -0.554619
62 N 1.196347 5.264490 0.446016
63 C 1.881082 5.634959 1.561106
64 C 2.233389 4.692481 2.490769
65 C 1.884154 3.340786 2.288861
66 N 1.261292 2.987884 1.117957
67 C 0.947107 3.971989 0.248215
68 O 0.334010 3.623615 -0.846971
69 N 2.122813 2.358817 3.162829
70 H 0.386117 7.133637 -0.033133
71 H 0.105828 5.831065 -1.256956
72 H 1.723471 6.612937 -1.072368
73 H 2.061000 6.702136 1.592316
74 H 2.747189 4.972249 3.405755
75 H 2.584762 2.561999 4.047575
76 H 1.791218 1.404739 2.982719

Cartesian forces, eV/Å:
-0.924 -3.311 -1.086
0.651 0.145 -0.579
0.549 -1.362 1.274
0.458 -1.953 3.236
0.320 0.067 -0.141
0.216 -0.164 0.060
-0.504 0.248 0.137
0.325 0.226 0.159
-0.132 -0.120 0.308
0.139 0.639 -0.249
0.076 0.416 -0.983
0.276 -0.002 0.046
-0.307 -0.211 0.188
0.544 0.547 -0.094
0.337 0.008 -0.065
-0.213 -0.070 0.211
-0.253 0.326 0.044
-0.323 -0.340 0.094
0.031 0.154 -0.169
-0.088 -0.088 0.059
0.178 -0.005 -0.203
-0.255 -0.063 -0.551
0.029 -0.513 0.295
-0.232 0.216 -0.010
-0.143 -0.007 -0.109
-0.556 -0.146 0.091
-0.793 -0.289 0.596
0.151 -0.016 0.270
0.023 0.467 0.062
0.190 -0.047 -0.291
-0.495 -0.149 -0.084
-0.236 0.401 -0.388
0.074 0.018 0.093
-0.161 -0.235 -0.024
-0.247 0.300 -0.046
0.079 -0.043 0.001
-0.352 -2.472 -0.584
-0.538 0.213 -0.226
-0.058 -0.317 0.043
0.188 0.126 0.347
0.393 0.161 -0.235
0.100 0.184 -0.413
-0.151 0.189 0.116
0.192 -0.112 -0.046
-0.300 -0.184 -0.008
0.390 0.079 -0.210
-0.199 -0.136 0.024
-0.174 0.244 -0.024
0.076 -0.003 0.195
0.062 0.020 -0.090
0.121 -0.053 -0.027
0.030 -0.004 0.007
-0.003 0.030 -0.179
0.440 -0.164 -0.147
0.047 -0.096 0.016
0.007 -0.096 0.044
0.118 -0.041 -0.057
-0.596 1.040 -1.611
0.511 2.368 -1.339
0.528 3.173 1.652
0.014 0.546 -0.361
0.217 0.000 0.087
0.040 -0.823 0.539
0.243 1.042 0.290
-0.353 -1.222 -0.424
0.186 0.855 0.150
-0.549 0.155 -0.690
0.468 -0.452 1.039
-0.132 0.375 -0.235
-0.057 -0.277 -0.132
0.249 0.280 0.234
-0.267 -0.184 -0.013
0.266 -0.086 0.504
-0.051 0.093 -0.218
-0.198 -0.182 -0.321
0.305 0.687 0.151

***

Record 4
H13O6 | the ωB97M-V functional and the def2-TZVPD basis

HOMO level (eV): -14.1906
Gap between HOMO and LUMO (hartree): 0.4068
Net charge: +1

Geometry (Å):
1 O -0.395030 0.504084 0.140160
2 H -0.731006 -0.316570 0.507907
3 H -0.647216 1.247236 0.693093
4 H 0.560787 0.422751 0.102734
5 O -1.658923 -1.360911 1.300088
6 H -2.158682 -2.110515 0.976726
7 H -1.713622 -1.429183 2.253283
8 O 2.203855 0.366360 0.348217
9 H 2.640127 -0.485463 0.331005
10 H 2.898067 0.987110 0.569506
11 O 0.811699 0.513526 -2.697164
12 H 1.682036 0.554421 -3.093480
13 H 0.819028 -0.295018 -2.184871
14 O -1.504844 2.526050 1.300191
15 H -1.374157 3.196898 0.630037
16 H -1.833400 3.006651 2.059999
17 O 0.009229 -2.072705 -1.097063
18 H 0.366068 -2.534630 -0.338432
19 H 0.025983 -2.720093 -1.801935

Cartesian forces, eV/Å:
0.007 0.178 -1.502
-1.334 -1.529 0.655
-0.804 1.338 1.068
1.923 0.286 -0.266
0.130 -0.093 0.189
-0.158 -0.182 -0.421
0.018 0.111 0.396
-0.151 -0.228 0.024
0.127 -0.328 -0.059
0.090 0.419 0.035
-0.119 0.255 0.113
0.211 0.094 -0.210
-0.126 -0.411 0.096
0.210 -0.147 -0.207
-0.071 0.340 -0.342
-0.059 -0.057 0.408
0.070 0.411 0.163
0.100 -0.277 0.226
-0.063 -0.180 -0.364